16
Properties=species:S:1:pos:R:3:forces:R:3 method="wB97M-V/def2-TZVPD" smiles="O=c1cc[nH]c(=O)[nH]1.C#C" e_above_lowest_kcal_mol=55.24 spin_multiplicity=1
C 0.1515 -0.8106 -0.8230 0.0365 -0.8167 -0.8993
H 0.6200 0.9398 1.9394 -0.0802 -0.2672 -0.1832
N 0.6057 -2.1656 1.0709 0.2482 -0.7690 -0.0926
N 0.5191 0.1333 1.3268 0.0573 0.0865 0.5719
C 0.7376 -1.0966 1.9331 -0.3399 0.5612 -0.2448
H 0.0640 2.8875 -2.5708 -1.0424 -0.3094 0.6951
C -0.8572 2.7594 -1.9895 0.4364 1.2035 -1.9657
H 0.8472 -3.0576 1.5099 -0.2715 0.4943 -0.4843
C 0.3576 -2.0377 -0.2936 0.1494 0.7628 0.5889
O -0.0074 1.5226 -0.3893 1.8660 -1.1779 1.4872
H -0.0158 -0.6938 -1.8993 -0.0129 -0.0283 0.5868
H -2.7237 2.7046 -0.7143 0.3102 -0.1426 -0.2442
C -1.8511 2.6980 -1.3379 -1.6361 0.9346 -0.2513
H 0.3638 -2.9677 -0.8661 -0.0632 0.4054 0.1966
O 0.9915 -1.2138 3.1087 0.1133 -0.1263 -0.0507
C 0.1974 0.3980 -0.0050 0.2289 -0.8109 0.2898



58
Properties=species:S:1:pos:R:3:forces:R:3 method="wB97M-V/def2-TZVPD" total_charge=-1 spin_multiplicity=1
H 4.5627 -1.6280 3.6719 -0.1188 -0.0463 -0.0070
S -2.6652 1.6577 -1.9705 0.8704 0.8359 -1.0234
C -2.3396 -1.0828 0.5279 0.1909 -0.7756 -0.1597
O 1.2862 2.2027 3.5305 -0.3989 0.7814 0.5971
H 0.9893 3.1660 1.0951 -0.2484 0.3880 -0.5535
H -0.5205 -3.2086 -2.3877 0.0509 -0.5388 -0.1442
O -1.9719 -5.2149 -2.3369 -0.1772 -0.2364 0.1865
H -2.3837 -0.6162 1.5119 0.0295 0.1271 -0.0321
N -2.2999 -4.2449 -2.9801 -0.2946 -0.2021 -0.1763
H -0.4412 2.4848 -3.4540 0.2691 -0.0481 -0.2920
H -1.4835 -2.8094 -0.3963 0.2144 0.2393 -0.3467
H -3.3477 -1.2642 0.1493 -0.0447 0.1766 -0.0444
C -1.2906 -3.1931 -3.1528 0.1523 1.2716 -0.2047
H -1.7529 -2.2080 -3.0916 -0.3353 -0.1776 -0.0534
H 3.4333 2.4756 4.8972 0.0819 0.3083 -0.1610
C -2.3736 -3.5126 1.3095 0.1957 0.0097 1.0926
H -2.2770 3.6530 -3.2957 -0.1194 0.1343 0.1300
H 3.7005 0.8582 4.3812 0.1001 -0.1053 -0.2537
H 4.3533 -3.1798 2.8091 0.2967 -0.0450 0.2427
O 1.5041 4.6910 3.4653 -0.3622 -0.6062 0.2741
O 2.2819 -1.3700 2.3846 0.0319 0.4033 0.0164
H -2.7841 -3.2055 2.2775 0.1120 0.2259 0.0564
O -1.9327 2.1819 -0.8389 -0.8463 -0.4337 -1.0365
C 3.3816 -1.6491 1.8579 -1.0904 0.2324 -0.1120
H 4.6597 2.1851 3.6464 -0.0052 -0.0926 -0.0698
C 0.0838 3.4371 1.6219 -0.9778 -0.2000 1.8910
O 0.7127 0.5934 0.4178 1.0816 -0.4800 -0.4412
H -0.9360 -3.3192 -4.1746 0.2938 -0.0478 0.1376
H 1.2698 0.8323 -4.6811 -0.1548 0.6376 0.0910
H -3.2328 -3.8620 0.7330 0.0995 0.2762 -0.3597
O 1.2491 -1.2753 -1.2931 -0.0548 0.1686 -0.5262
H -3.4949 2.5555 -4.0163 0.1702 -0.1121 0.0077
H -0.4629 0.5858 -5.1143 0.3817 -0.3156 -0.3997
O -3.8150 0.8147 -1.8547 0.5842 0.1744 0.1552
C 4.5447 -2.1108 2.6987 -0.1765 -0.0806 -0.5166
H 5.4799 -1.9577 2.1643 0.0165 -0.0768 0.0528
H -1.7784 -0.4656 -0.1724 -0.1948 0.3379 0.1522
C 3.6802 1.8846 4.0138 -0.8343 -0.1451 0.3338
H -0.6501 2.6318 1.6309 0.3616 -0.3460 -0.2317
S 0.5418 3.6145 3.3558 -0.1688 0.2912 -1.3578
H -3.9922 3.5645 -2.6838 0.2563 0.1073 0.3195
C 0.2819 0.5549 -4.3161 -0.7027 0.0856 -0.2249
O -0.6637 3.6561 4.1477 1.1475 -0.4726 -0.1580
O -3.3643 -4.1167 -3.5691 0.3670 0.0185 0.3065
O 3.4658 -1.6196 0.5897 -0.2246 0.7101 -0.6353
H -0.5215 4.3188 1.4183 0.7077 0.3121 -0.6072
C -0.3294 1.4245 -3.2245 0.9817 -0.5758 1.0245
C -1.5582 -2.3968 0.6224 -0.2437 -0.1266 -0.6340
C 2.5930 2.0745 2.9453 1.2174 -0.4071 -0.2559
O -1.6324 0.8755 -2.9645 -1.3966 0.0615 0.5967
V 1.3247 -0.8743 0.2294 -2.1212 -2.4112 3.0434
H -1.7712 -4.3972 1.5269 0.2379 0.0937 -0.1929
H 0.4315 -0.4715 -3.9811 -0.3964 0.0291 0.2672
H 2.8975 2.9052 2.3074 -0.5380 0.4407 0.2745
O -0.2946 -2.1741 1.1574 1.8454 1.0251 -0.7989
C -3.1433 3.0275 -3.1004 0.0590 -0.9194 0.3968
H 0.2507 1.2932 -2.3090 0.0074 0.3459 0.0981
H 2.5452 1.2276 2.2634 -0.1859 -0.2249 0.2661



108
Properties=species:S:1:pos:R:3:forces:R:3 method="wB97M-V/def2-TZVPD" total_charge=+1 spin_multiplicity=1
C 7.2824 4.4708 6.5934 0.0086 0.0538 0.0190
O 3.5173 -1.5205 -0.5424 -0.1038 -0.0100 -0.0125
C 1.3874 0.8739 -4.2329 0.0654 0.1992 0.0220
C -9.2780 8.8156 1.9350 0.0142 0.0391 0.0288
H 2.5930 -2.3801 -2.1312 0.0043 0.1060 -0.0264
C -10.3706 6.2391 6.0886 0.0700 0.1390 -0.1009
H -11.3368 5.9923 7.9290 0.0018 -0.0021 -0.0029
C 2.8836 -2.2912 1.6051 0.1659 0.0245 0.2008
H 6.9235 -3.3472 -8.2298 -0.0101 -0.0013 0.0088
C -1.0672 0.9963 -6.8221 -0.0227 0.1774 0.0522
N 1.6015 -2.8773 1.0934 -0.0772 0.0997 -0.1055
H 4.0811 -0.5557 1.1871 0.0807 -0.1012 -0.0554
H -10.2778 4.6920 3.0804 0.0010 -0.0411 -0.0095
H 5.0126 0.9844 5.7572 -0.0312 -0.0305 -0.0593
H -0.6035 -0.9918 -7.3025 -0.0023 0.0050 -0.0018
H -1.1114 -2.7228 2.4624 0.0099 0.0776 -0.0041
H -8.9236 5.2106 2.0820 -0.0295 -0.0711 -0.0433
H 0.5875 -3.1667 -0.7286 0.0221 0.0232 0.0126
C 5.7938 -5.0961 -7.9901 -0.1308 -0.1903 0.1000
H -4.4905 2.1429 2.5874 0.0272 0.0213 -0.0123
C 1.9042 -7.0338 -7.8621 -0.0444 -0.0533 0.0121
C -8.7294 3.2830 2.8906 -0.0017 -0.1833 -0.0249
H 2.7278 -2.0472 2.6538 -0.0741 -0.0801 -0.0048
H 2.1240 -4.0037 -0.5580 0.2051 -0.1319 0.0676
C -0.9157 0.5600 0.7299 0.1355 -0.0690 0.1026
C 4.9698 -3.2077 -4.9969 0.2983 0.1610 -0.1486
H 6.9713 -3.5337 -1.0719 -0.0027 -0.0157 0.0334
H -0.6831 -3.6186 0.9940 -0.0027 0.0044 0.0078
C -0.7482 -2.6211 1.4394 -0.0235 -0.2336 0.0461
C 5.3584 -4.6322 -0.3039 -0.1199 -0.1591 0.1552
N 0.9934 -1.6972 -4.1207 0.0457 0.1180 0.0466
H -8.9338 8.3518 2.8589 -0.0200 0.0053 0.0068
H 5.1843 -3.1896 -8.5789 -0.0153 -0.0216 -0.0149
H 2.3849 -0.3802 0.7539 0.0787 0.0984 0.1156
C 4.7049 0.2033 5.0620 0.1047 -0.1128 0.1781
H -8.4304 9.2470 1.4058 -0.0010 -0.0046 0.0037
H -10.4947 4.5534 7.3255 -0.0009 0.0050 -0.0013
C 4.1906 0.7793 3.8297 -0.0903 0.1959 -0.0660
H -0.1739 0.7431 1.5141 0.0108 -0.0124 -0.0212
H -1.0824 2.4683 -0.2058 -0.1039 0.0503 -0.0347
N -9.7982 6.8899 5.3351 -0.0552 -0.0701 0.0764
O 0.5751 -2.0265 1.5301 -0.0126 0.0615 -0.0203
H 1.7153 1.1577 -5.2308 -0.0052 -0.0080 -0.0017
H 0.8493 -2.6393 6.7037 -0.0008 0.0058 -0.0059
C 1.6186 -3.0566 -0.3973 0.0300 -0.2394 -0.2049
H -12.0262 5.0595 6.5887 0.0029 0.0041 0.0009
C 1.1743 -0.5627 -4.1708 -0.0959 -0.1596 -0.0451
H -1.8576 2.3923 1.3527 -0.2176 -0.0422 -0.0234
H -0.9228 0.0647 -8.6918 0.0006 0.0009 0.0045
H -1.2925 -1.6774 -0.4145 -0.0024 0.0273 0.0201
C -1.6891 1.8279 0.4368 0.3814 0.1599 0.1120
H -0.3521 0.2187 -0.1467 -0.1998 -0.0942 -0.0965
H 3.9486 -0.4093 5.5501 -0.0232 0.0332 -0.0118
H 6.6982 -5.0994 -1.8582 -0.0233 -0.0408 0.0649
C 2.1148 -1.2130 7.5721 0.0698 0.0403 0.1256
O -1.8062 -0.4664 1.1806 -0.1354 -0.0579 -0.0222
N 3.0581 -0.9373 8.1659 -0.0696 -0.0367 -0.1516
H -5.3206 3.4950 3.3734 0.0007 0.0070 -0.0080
H -2.6389 1.6270 -0.0543 0.0293 -0.0394 -0.0354
N -3.8210 4.7013 0.8800 -0.0412 -0.0962 0.0648
N 5.9866 -3.0509 -4.4814 -0.3319 -0.0570 0.0137
C 6.2113 -4.2349 -1.4111 0.0658 0.0926 -0.0953
H 7.9984 4.8038 7.3424 -0.0027 -0.0012 -0.0024
H 3.6683 -2.7252 -6.5852 0.0862 0.0372 0.0192
H 2.4896 -7.3287 -6.9927 0.0205 0.0128 -0.0123
H 6.2445 -4.0183 -9.7259 0.0062 -0.0018 0.0041
C 6.9228 3.0809 6.8397 0.0046 -0.1809 0.0458
C -5.0998 3.0294 2.4145 -0.0245 -0.0946 0.0471
H 0.0299 -1.2201 7.3736 0.0053 -0.0010 0.0040
N 3.7761 1.2601 2.8703 0.0167 -0.2142 0.1047
C 6.0559 -3.8358 -8.6696 0.0630 0.0341 -0.0430
H 3.6334 -3.0738 1.4807 0.0076 0.0259 0.0611
H -9.9827 9.6069 2.1839 0.0034 0.0000 -0.0047
H 0.4550 1.3973 -4.0308 -0.0064 -0.0079 -0.0186
H 1.6637 -1.1013 -1.3711 -0.0308 0.0260 0.2090
N -10.4491 7.0145 0.4602 0.0885 0.0554 0.0750
C -9.9322 7.8175 1.0985 -0.0768 -0.1208 -0.0187
N 5.5496 -6.0816 -7.4524 0.0078 0.1362 -0.0246
H 2.8615 -3.1823 -5.0864 0.0414 0.0216 0.0230
H 2.1449 1.1798 -3.5119 0.0048 -0.0706 0.0125
C 3.2259 -1.0816 0.7765 -0.1201 0.0373 -0.3339
C -4.3887 3.9654 1.5550 0.0783 0.1039 -0.0869
H 5.5765 -0.4179 4.8598 0.0009 0.0263 -0.0483
H -2.6452 -2.2154 0.5886 0.0183 0.0198 0.0425
C -9.1946 4.6586 2.9813 0.0120 0.1722 -0.0759
H -8.7524 5.1582 3.8399 0.0042 -0.0456 0.0261
H 1.4691 -3.8005 1.5186 -0.0225 0.0767 0.0734
H -2.2634 -0.4941 -7.6764 0.0024 0.0042 -0.0015
N 6.6502 1.9821 7.0345 0.0252 0.2017 -0.0682
C -11.1002 5.4114 7.0396 -0.0320 -0.0191 0.0406
N 2.5102 -4.5822 -8.4940 -0.1395 -0.0242 0.0535
C -1.2224 -0.1762 -7.6736 -0.0160 -0.0452 -0.0245
C 2.2137 -5.6554 -8.2128 0.1987 0.1062 -0.1121
C 0.9093 -1.5595 6.8293 -0.0554 -0.0035 0.0037
H 5.6159 -3.7457 -2.1785 0.0281 0.0237 -0.0101
C -1.6612 -1.7383 0.6186 0.0982 0.1625 -0.0773
N -8.3574 2.1979 2.8192 -0.0101 0.1529 0.0301
C 2.3292 -1.9465 -1.1679 0.0655 -0.0154 -0.0259
H 2.1619 -7.6876 -8.6931 -0.0014 0.0056 -0.0009
N 4.6640 -4.9491 0.5568 -0.0583 0.1818 -0.1463
H 3.6549 -4.4103 -6.0925 0.0635 -0.0035 0.0105
H 7.7293 4.5684 5.6060 -0.0016 -0.0016 0.0036
H 0.9202 -1.0779 5.8521 0.0022 -0.0061 0.0048
H 6.3949 5.0984 6.6473 0.0045 -0.0011 0.0002
N -0.9476 1.9276 -6.1597 0.0224 -0.2089 -0.0531
H -6.0374 2.7189 1.9592 0.0005 0.0200 -0.0134
H 0.8435 -7.1363 -7.6409 0.0055 -0.0062 -0.0020
C 3.7207 -3.3887 -5.7244 -0.1966 -0.1405 0.0798



| no. | energy (Eh) | HOMO level (eV) | frontier orbital gap (Ha) |
| --- | --- | --- | --- |
| 1 | -492.15542 | -8.77 | 0.3410 |
| 2 | -3247.88859 | -5.37 | 0.2738 |
| 3 | -2321.61494 | -12.50 | 0.3753 |